*A*
12
Properties=species:S:1:pos:R:3 method="wB97M-V/def2-TZVPD" smiles=O.O.O.O lumo_energy_ha=0.0142 gap_ev=11.2 e_homo_ev=-10.77
O 0.1666 0.1290 -0.2293
H 0.3848 0.6532 -1.0404
H -0.0084 0.8634 0.2593
O 1.8827 -1.9636 0.5335
H 1.6172 -2.8547 0.7269
H 1.1259 -1.4265 0.2270
O 0.3915 2.5366 1.4844
H 1.4230 2.3190 1.4590
H 0.0148 2.6241 2.4416
O -2.1095 -0.8853 -2.2951
H -2.9859 -1.3792 -2.1637
H -1.9028 -0.6160 -1.4030

*B*
12
Properties=species:S:1:pos:R:3 method="wB97M-V/def2-TZVPD" lumo_energy_ha=0.0074 gap_ev=10.3 e_homo_ev=-10.14
O -1.2069 -0.3471 -0.2354
H -1.2677 -0.1254 0.6938
H -0.2699 -0.3166 -0.4286
O -1.1287 1.5402 -1.3562
H -1.6863 0.7816 -1.1837
H -0.6747 1.6976 -0.5284
O 1.3163 -1.2326 1.5731
H 0.7814 -2.0226 1.4967
H 0.9841 -0.6507 0.8895
O 0.7188 0.1232 -0.1282
H 0.8474 0.3234 -1.0554
H 1.5861 0.2290 0.2627

Referenced to the most stable arrangement, the calculated values in hartree are *A* 0.0000; *B* 0.1524.

*A*
12
Properties=species:S:1:pos:R:3 method="wB97M-V/def2-TZVPD" smiles=O.O.O.O lumo_energy_ha=0.0232 gap_ev=12.1 e_homo_ev=-11.42
O -0.3926 -0.3768 -0.4132
H 0.2296 -1.0894 -0.6002
H 0.0597 0.1628 0.2490
O -1.8347 -3.7693 -0.1905
H -2.5418 -3.7925 -0.8444
H -1.6714 -2.8284 -0.0405
O 0.1708 2.8053 -0.2692
H -0.3893 2.1445 -0.7062
H 0.7855 3.0944 -0.9551
O 2.0045 0.9139 1.0521
H 2.2908 1.2132 1.9223
H 1.2889 1.5224 0.7960

*B*
12
Properties=species:S:1:pos:R:3 method="wB97M-V/def2-TZVPD" smiles=O.O.O.O lumo_energy_ha=0.0062 gap_ev=10.9 e_homo_ev=-10.69
O 3.8140 13.2430 -21.9690
H 3.8050 13.7640 -22.7780
H 3.7620 13.9070 -21.2820
O 3.8930 15.0610 -19.9140
H 4.4580 15.7660 -19.8980
H 3.6470 14.8990 -19.0240
O 4.1250 10.6860 -21.1490
H 4.0870 11.6600 -21.2400
H 4.5220 10.4540 -20.3120
O 0.8670 12.6210 -21.5560
H 1.1260 11.7920 -21.1630
H 1.5090 13.2660 -21.3240

Referenced to the most stable arrangement, the calculated values in hartree are *A* 0.0000; *B* 0.0081.

*A*
12
Properties=species:S:1:pos:R:3 method="wB97M-V/def2-TZVPD" smiles=O.O.O.O lumo_energy_ha=0.0256 gap_ev=11.8 e_homo_ev=-11.12
O -1.9910 -2.2642 0.7783
H -2.9957 -2.3849 1.0004
H -1.8880 -1.3807 0.6451
O 0.0909 -1.9546 -1.9051
H -0.7352 -2.4933 -2.0361
H 0.1911 -1.4751 -2.6995
O 2.8657 3.9662 1.6942
H 3.3749 4.5502 2.2538
H 3.2010 3.1154 1.9499
O -0.9735 0.2116 -0.4936
H -0.9262 -0.1977 -1.2983
H -0.2139 0.3071 0.1109

*B*
12
Properties=species:S:1:pos:R:3 method="wB97M-V/def2-TZVPD" smiles=O.O.O.O lumo_energy_ha=0.0235 gap_ev=12.1 e_homo_ev=-11.50
O 2.6958 26.3882 12.1668
H 2.2902 25.5893 11.8300
H 1.9602 26.9243 12.4632
O -2.7579 28.9371 10.7726
H -3.6216 28.6579 10.4687
H -2.8614 29.0518 11.7173
O 8.5686 22.6287 11.8057
H 7.9866 23.3877 11.7694
H 8.9300 22.5610 10.9219
O 7.1295 28.3202 10.8999
H 7.4413 28.7934 11.6713
H 6.3321 27.8801 11.1944

Referenced to the most stable arrangement, the calculated values in hartree are *A* 0.0157; *B* 0.0000.

*A*
20
Properties=species:S:1:pos:R:3 method="wB97M-V/def2-TZVPD" lumo_energy_ha=0.0108 gap_ev=9.2 e_homo_ev=-8.89
C 0.2468 1.6657 0.1646
C -0.9324 0.8477 -0.6491
C -0.5286 -0.5487 -0.0054
C 0.4065 0.3480 0.9582
C 0.2973 -1.1838 -1.1860
H 0.3722 2.4369 2.3118
H 0.3226 3.7240 0.2128
H 1.2201 1.8003 -0.4108
H -0.6733 0.7615 -1.8507
H -2.0071 1.2331 -0.3607
H -0.7671 -2.0821 1.1559
H -1.6665 -2.2144 -0.3914
H 1.4530 0.0098 1.0206
H -0.1023 0.1714 1.9204
H 1.1126 -2.5038 0.1588
H 1.7010 -2.8876 -1.3658
N -0.3158 2.7537 0.9564
N -1.4332 -1.4283 0.5805
N 1.1288 -2.2189 -0.9038
O 0.1655 -0.6845 -2.3159

*B*
20
Properties=species:S:1:pos:R:3 method="wB97M-V/def2-TZVPD" smiles="COC(N)(N)C(C)=C=N" lumo_energy_ha=0.0329 gap_ev=9.5 e_homo_ev=-8.56
C 1.6114 1.2593 -1.0820
O 0.2253 1.0214 -1.1044
C -0.4940 0.5720 0.1865
N -1.8738 0.8665 0.0254
N -0.0013 1.1690 1.3706
C -0.2712 -0.9261 0.2159
C -0.9678 -1.7014 1.2975
C 0.4110 -1.4658 -0.7518
N 1.2323 -2.1160 -1.3875
H 2.1687 0.3367 -0.8999
H 1.8968 1.9959 -0.3178
H 1.8751 1.6701 -2.0558
H -2.2069 0.4852 -0.8578
H -2.0419 1.8632 0.0337
H -0.0882 2.1780 1.3713
H 0.9497 0.8938 1.5771
H -0.5929 -1.3979 2.2794
H -0.8020 -2.7696 1.1437
H -2.0377 -1.4785 1.2705
H 1.0075 -2.4557 -2.3145

Referenced to the most stable arrangement, the calculated values in hartree are *A* 0.2067; *B* 0.0000.

*A*
20
Properties=species:S:1:pos:R:3 method="wB97M-V/def2-TZVPD" smiles="CN/C(N)=C(/N)C(C)=O" lumo_energy_ha=0.0259 gap_ev=8.3 e_homo_ev=-7.61
C 1.7505 -1.4259 0.3484
N 0.7008 -1.1685 -0.6351
C -0.5494 -0.8022 -0.1942
N -1.4638 -1.8398 -0.1932
C -0.9557 0.4138 0.2594
N -2.2122 0.5732 0.8712
C -0.0678 1.6312 0.3291
C 0.8220 1.9942 -0.8280
O -0.1437 2.3645 1.3218
H 2.4728 -2.1338 -0.0669
H 2.2765 -0.4973 0.5921
H 1.3428 -1.8516 1.2716
H 1.0583 -0.5302 -1.3392
H -1.1518 -2.5454 -0.8555
H -2.3932 -1.4931 -0.4281
H -2.4648 -0.3100 1.3177
H -2.1326 1.3114 1.5777
H 1.8677 1.8638 -0.5392
H 0.6021 1.4044 -1.7191
H 0.6413 3.0411 -1.0906

*B*
20
Properties=species:S:1:pos:R:3 method="wB97M-V/def2-TZVPD" lumo_energy_ha="0.0065 / 0.0065" gap_ev="8.0 / 8.0" e_homo_ev="-7.78 / -7.78"
C 1.2882 -0.8937 -1.3417
C 0.1915 -0.8713 -0.3210
C -1.6535 0.4117 -0.5950
C -0.2928 -1.9891 0.2142
O -2.7060 -0.1604 -0.7035
H -1.1397 0.9692 -1.3798
H 2.2002 -0.4346 -0.9475
H 1.5394 -1.9118 -1.6562
H 1.0104 -0.3382 -2.2466
H -1.1160 -1.9878 0.9267
H 0.0848 -2.9787 -0.0396
C 0.3049 0.8255 0.8396
N 0.8083 1.8491 -0.0142
N -1.2383 0.9187 0.7890
N 0.9040 0.6535 1.9687
H 0.9651 1.5529 -0.9677
H 1.6819 2.1724 0.3822
H -1.6386 0.2660 1.4626
H -1.5774 1.8645 1.0033
H 0.3836 0.0822 2.6266

*C*
20
Properties=species:S:1:pos:R:3 method="wB97M-V/def2-TZVPD" lumo_energy_ha=-0.0076 gap_ev=8.7 e_homo_ev=-8.92
C 1.2692 -1.0350 1.3098
C 2.1595 -0.5374 -0.0646
C 1.6077 0.1722 -1.0563
C 0.8729 1.5141 -0.6118
C -1.3297 0.5621 0.1114
H 1.6036 -2.6710 1.3171
H -0.2504 -0.6295 1.3263
H 2.1219 -0.1389 2.3797
H 2.8934 -1.3889 -0.2987
H 2.2537 0.2879 -2.1273
H 1.4994 2.1366 0.0512
H 0.8510 2.0853 -1.6083
H -2.7797 1.2321 1.6165
H -3.2500 0.1859 0.1652
H -0.4964 -0.8848 -1.4166
H -2.4591 -1.3789 -0.0333
N -0.4123 1.4635 0.1730
N -2.5703 0.5261 0.9960
N -1.2625 -0.2900 -1.1352
O -2.3221 -1.2114 -1.0940

Referenced to the most stable arrangement, the calculated values in hartree are *A* 0.0000; *B* 0.1323; *C* 0.4497.

*A*
20
Properties=species:S:1:pos:R:3 method="wB97M-V/def2-TZVPD" lumo_energy_ha="-0.0110 / -0.0013" gap_ev="6.7 / 7.4" e_homo_ev="-7.00 / -7.48"
C -0.4424 1.9760 1.0972
O -0.6801 2.5954 -0.1538
C -0.1155 0.5086 0.9862
N -0.6432 -0.4028 1.6380
H -1.2239 1.9997 -0.6879
H -1.3073 2.0749 1.7622
H 0.4093 2.4940 1.5453
C -0.1567 -2.1440 -0.4546
N -0.0144 -0.9811 -1.1023
N -1.1886 -0.3547 -1.5476
C 0.9632 0.1820 -0.2484
C 2.1505 -0.2669 0.2732
H -1.2669 -0.4656 -2.5513
H -2.0151 -0.6503 -1.0274
H 1.0037 1.0471 -0.8997
H -0.4227 -1.3883 1.1790
H 0.7646 -2.6706 -0.2436
H -1.0868 -2.6962 -0.5523
H 2.2081 -1.1243 0.9267
H 3.0640 0.2670 0.0611

*B*
20
Properties=species:S:1:pos:R:3 method="wB97M-V/def2-TZVPD" lumo_energy_ha=0.0267 gap_ev=8.8 e_homo_ev=-8.10
C -1.9093 -0.5872 -0.3717
C 2.4162 -0.0649 -0.7434
N -0.0197 1.2426 -0.1673
C 0.3901 -0.8303 0.8233
C -1.0350 0.1246 0.6626
C 1.2218 -0.1730 0.0964
N -0.4735 2.0041 -1.2781
N 0.2969 -1.8067 1.7662
O -1.5440 0.4519 1.7548
H 0.1451 1.8700 0.6159
H -0.7383 1.3697 -2.0247
H -1.2920 2.5556 -1.0224
H 1.1653 -2.1694 2.1315
H -0.4079 -1.5854 2.4656
H -2.6792 0.1094 -0.7099
H -1.3555 -0.9493 -1.2388
H -2.3975 -1.4310 0.1154
H 2.1726 -0.0863 -1.8091
H 2.9608 0.8621 -0.5432
H 3.0830 -0.9063 -0.5233

Referenced to the most stable arrangement, the calculated values in hartree are *A* 0.0503; *B* 0.0000.